The following is a DFT calculation (ωB97M-V/def2-TZVPD) of a cluster of 2 separate species, C4H13NP in total at a distorted geometry.

Geometry as XYZ:
```
19
Properties=species:S:1:pos:R:3:forces:R:3:nbo_charge:R:1
C -2.3311 -0.8111 -0.8628 -1.5 -1.6 3.7 -0.623
C 2.4343 -0.1857 -0.3713 -1.8 2.6 0.1 -0.726
C -1.3864 -0.5206 0.3440 -0.5 -0.8 -4.6 -0.211
C 1.1771 -0.3806 0.4630 1.5 -2.0 1.3 0.080
N -0.0273 -0.6134 -0.3195 0.9 -0.1 -1.5 -0.581
P 0.2253 2.8783 0.8078 1.0 0.0 0.7 0.077
H -2.1896 -1.9384 -0.9943 -0.8 1.7 -0.7 0.226
H -3.3890 -0.4853 -0.5404 1.5 -1.1 -0.6 0.258
H -2.0927 -0.1564 -1.6342 0.6 0.6 -1.8 0.214
H 3.2158 0.3174 0.2149 -0.6 0.9 -0.1 0.279
H 2.0904 0.4497 -1.3056 1.5 -1.5 1.5 0.222
H 3.0316 -1.0537 -0.4715 -0.1 -1.6 -1.2 0.263
H -1.5432 -1.1782 1.1046 0.4 -2.6 1.8 0.226
H -1.6908 0.3477 0.7913 0.6 3.1 0.6 0.237
H 1.2370 -1.1555 1.3122 -0.2 1.7 -1.0 0.208
H 0.0600 0.0455 -1.1260 -0.7 0.2 0.9 0.441
H 0.0994 -1.5090 -0.9296 -0.7 1.0 1.7 0.443
H 1.4173 3.4590 1.4588 -0.9 -0.5 -0.5 0.000
H -0.3380 2.4905 2.0586 0.1 0.1 -0.1 -0.036
```
Forces are in eV/Å.

charge: +1
relative energy (zero: lowest compared OMol25 entry of this formula, charge and spin): 125.24 kcal per mole
Kohn-Sham gap (spin up / spin down): 8.9 / 7.7 eV
spin multiplicity: 1
DFT total energy: -555.87509 hartree

The following is a DFT calculation (ωB97M-V/def2-TZVPD) of a cluster of 2 separate species, C4H13NS in total at a distorted geometry.

Geometry as XYZ:
```
19
Properties=species:S:1:pos:R:3:forces:R:3:lowdin_spin:R:1
C 2.0921 -1.5220 0.5914 1.0 -1.0 -0.5 0.009
C 0.6900 -1.9551 0.9566 -0.1 0.2 0.0 0.114
S 0.2657 -3.5933 0.4300 -0.1 -0.3 -0.2 0.838
H 2.4068 -1.6208 -0.4600 -0.9 0.6 -0.2 0.001
H 2.7734 -2.3117 0.9240 0.1 0.4 0.9 0.000
H 2.3658 -0.5435 0.9897 0.2 -0.1 0.1 0.000
H -0.0763 -1.2536 0.6213 -0.3 0.1 0.0 0.006
H 0.5813 -2.0063 2.0477 0.1 0.1 0.0 0.031
C -2.2314 1.0671 -0.8109 -0.2 2.0 -0.4 0.000
C -1.0727 1.7752 -0.0741 -0.4 -2.8 0.7 0.000
N 0.2565 1.2615 -0.6556 0.0 1.2 0.2 0.000
H -3.0242 1.8229 -0.8470 0.0 -0.2 -0.2 0.000
H -1.9113 0.9146 -1.8431 -0.4 -0.3 -0.1 0.000
H -2.7219 0.2025 -0.3734 0.7 -0.3 0.2 0.000
H -1.0666 2.8594 -0.0588 0.0 -0.1 -0.3 0.000
H -1.0794 1.3641 0.9438 0.2 0.7 0.0 0.000
H 0.6613 0.4553 -0.1729 -0.2 -0.1 0.0 0.000
H 0.9064 2.0392 -0.5605 0.5 -0.1 -0.1 0.000
H 0.1847 1.0445 -1.6483 -0.1 -0.1 -0.1 0.000
```
Forces are in eV/Å.

charge: +1
relative energy (zero: lowest compared OMol25 entry of this formula, charge and spin): 15.76 kcal per mole
<S²>: 0.75
Kohn-Sham gap (spin up / spin down): 8.8 / 7.1 eV
spin multiplicity: 2
DFT total energy: -612.82024 hartree

The following is a DFT calculation (ωB97M-V/def2-TZVPD) of a cluster of 2 separate species, C4H13PSi2 in total at a distorted geometry.

Geometry as XYZ:
```
20
Properties=species:S:1:pos:R:3:forces:R:3:nbo_charge:R:1
C -3.0666 -0.7726 0.1146 0.7 0.0 -0.2 -1.090
C -1.7472 1.9763 -0.5790 0.2 -0.6 0.3 -1.086
C 4.0983 1.0853 0.3883 -0.2 0.0 -0.1 -0.493
C 1.0533 -2.5051 -0.6052 0.1 0.5 -0.2 -1.105
Si -1.3980 0.1565 -0.0979 -0.2 0.6 0.0 0.925
Si 0.7928 -0.5994 -0.5395 -0.7 -0.5 0.5 0.575
P 0.1211 -0.1519 1.6211 -0.1 -0.6 -0.3 -0.384
H -3.8823 -0.2667 -0.3986 0.1 0.1 -0.1 0.240
H -3.0000 -1.7815 -0.2864 0.0 -0.1 0.0 0.242
H -3.3261 -0.8592 1.1682 0.1 0.1 0.1 0.247
H -2.0013 2.0674 -1.6314 0.0 -0.1 -0.2 0.240
H -2.5732 2.3805 0.0010 -0.1 0.0 0.1 0.234
H -0.8731 2.5921 -0.3914 0.2 0.1 0.0 0.241
H 4.6368 0.1658 0.3255 0.2 -0.3 0.0 0.166
H 4.0973 1.7539 -0.4446 0.0 0.2 -0.3 0.167
H 3.5908 1.3565 1.2871 -0.2 0.1 0.3 0.169
H 2.0110 -2.7809 -0.1721 0.1 0.0 0.1 0.236
H 0.2762 -3.0164 -0.0437 -0.2 0.0 0.1 0.239
H 1.0392 -2.8748 -1.6276 -0.1 0.0 -0.1 0.233
H 0.4935 1.1860 1.5793 0.1 0.7 0.0 0.005
```
Forces are in eV/Å.

charge: 0
relative energy (zero: lowest compared OMol25 entry of this formula, charge and spin): 54.66 kcal per mole
Kohn-Sham gap (spin up / spin down): 6.5 / 7.6 eV
spin multiplicity: 1
DFT total energy: -1080.40724 hartree